[1]
C48H50F3NO9P3S3Ti | ωB97M-V/def2-TZVPD

```
118
Properties=species:S:1:pos:R:3:forces:R:3
Ti 0.580 1.301 2.874 -0.0723 0.2846 -0.4944
C -2.912 -0.297 -7.017 -0.0026 0.0038 0.0088
C -1.466 -0.519 -6.543 0.0270 0.0009 0.0119
C -0.607 -1.001 -7.726 -0.0124 0.0043 0.0060
C -0.901 0.795 -6.017 -0.0067 -0.0062 0.0061
C -0.826 1.921 -6.837 -0.0153 -0.0112 -0.0047
C -0.342 3.125 -6.363 -0.0004 -0.0120 0.0045
C 0.066 3.236 -5.037 0.0193 -0.0359 0.0143
C 0.014 2.143 -4.185 0.0031 0.2008 -0.0379
P 0.444 2.153 -2.385 0.0310 -0.0900 0.0058
C 1.019 3.879 -2.166 -0.0165 0.0021 0.0113
C 0.352 4.833 -1.405 -0.0189 0.0013 -0.0360
C 0.912 6.087 -1.197 -0.0119 -0.0181 0.0046
C 2.143 6.405 -1.748 -0.0027 -0.0017 0.0090
C 2.827 5.454 -2.494 0.0114 0.0041 -0.0009
C 2.275 4.199 -2.686 -0.0120 -0.0045 -0.0487
C -1.264 2.196 -1.723 -0.0953 0.0174 -0.0444
C -2.280 2.923 -2.352 0.0407 0.0228 -0.0148
C -3.560 2.950 -1.828 -0.0119 -0.0149 0.0178
C -3.846 2.250 -0.661 -0.0163 0.0033 -0.0101
C -2.852 1.520 -0.034 0.0329 -0.0108 0.0193
C -1.567 1.484 -0.568 -0.0902 -0.0633 0.0944
C -0.456 0.935 -4.713 0.0077 -0.0023 0.0084
O -0.462 -0.098 -3.821 0.0223 -0.0191 -0.0056
C -0.940 -1.321 -4.186 -0.0500 0.0079 -0.0120
C -0.847 -2.296 -3.189 0.0437 -0.2327 0.0190
C -1.319 -3.568 -3.479 -0.0216 0.0396 0.0291
C -1.867 -3.853 -4.724 0.0082 0.0496 -0.0239
C -1.919 -2.868 -5.693 -0.0033 -0.0331 -0.0050
C -1.447 -1.579 -5.450 0.0237 0.0415 -0.0031
P 0.030 -1.789 -1.647 -0.1229 0.0776 0.0400
C 1.735 -2.083 -2.262 0.0369 0.0776 -0.0173
C 2.611 -1.002 -2.239 0.0443 -0.0181 0.0793
C 3.903 -1.130 -2.737 0.0001 -0.0092 0.0196
C 4.327 -2.340 -3.260 0.0038 -0.0103 -0.0071
C 3.456 -3.425 -3.293 0.0122 0.0102 -0.0057
C 2.168 -3.294 -2.804 -0.0287 -0.0146 -0.0192
C -0.272 -3.222 -0.550 0.0667 -0.0229 0.0190
C 0.760 -3.926 0.065 0.0305 -0.0199 0.0043
C 0.489 -4.900 1.018 -0.0127 0.0035 0.0151
C -0.820 -5.185 1.372 -0.0028 0.0091 0.0086
C -1.859 -4.475 0.781 -0.0051 -0.0075 -0.0017
C -1.586 -3.497 -0.160 0.0003 0.0135 -0.0276
H -2.952 0.462 -7.799 0.0033 0.0028 -0.0046
H -3.539 0.032 -6.187 0.0020 0.0039 0.0015
H -3.333 -1.218 -7.422 0.0048 -0.0040 0.0064
H -0.612 -0.266 -8.532 -0.0002 0.0024 0.0010
H -0.989 -1.942 -8.124 -0.0061 -0.0013 0.0012
H 0.425 -1.156 -7.409 -0.0007 -0.0010 0.0033
H -1.160 1.850 -7.865 0.0033 0.0050 -0.0035
H -0.299 3.988 -7.016 0.0073 -0.0037 0.0001
H 0.414 4.188 -4.661 0.0215 0.0284 0.0260
H -0.598 4.592 -0.947 -0.0194 -0.0074 -0.0032
H 0.385 6.810 -0.588 0.0033 -0.0005 0.0033
H 2.580 7.381 -1.579 0.0004 -0.0003 -0.0010
H 3.801 5.684 -2.910 0.0008 0.0005 0.0012
H 2.828 3.451 -3.246 -0.0003 -0.0061 -0.0024
H -2.061 3.474 -3.260 -0.0059 0.0044 0.0138
H -4.334 3.522 -2.326 -0.0016 0.0005 0.0044
H -4.843 2.280 -0.239 -0.0022 -0.0001 -0.0050
H -3.056 0.990 0.887 -0.0006 0.0058 0.0031
H -0.820 0.879 -0.068 0.1508 0.1315 -0.1147
H -1.253 -4.345 -2.729 -0.0080 -0.0093 0.0262
H -2.235 -4.848 -4.939 -0.0081 0.0030 -0.0011
H -2.330 -3.104 -6.668 0.0004 -0.0099 -0.0013
H 2.276 -0.055 -1.832 -0.0119 -0.0026 0.0148
H 4.575 -0.281 -2.704 0.0045 -0.0030 -0.0087
H 5.335 -2.443 -3.642 -0.0007 -0.0025 -0.0039
H 3.784 -4.372 -3.704 0.0014 0.0015 -0.0022
H 1.490 -4.139 -2.842 -0.0044 0.0085 0.0004
H 1.791 -3.712 -0.192 -0.0129 -0.0006 -0.0040
H 1.309 -5.429 1.485 -0.0049 -0.0006 0.0141
H -1.031 -5.945 2.113 -0.0029 0.0053 0.0091
H -2.884 -4.673 1.067 0.0008 0.0006 0.0028
H -2.404 -2.933 -0.596 -0.0012 0.0101 -0.0075
O 2.694 -1.375 2.752 0.0020 0.0416 -0.0029
S 2.442 -0.669 1.511 -0.1233 -0.1747 -0.2591
N 1.294 0.285 1.418 0.2727 0.1070 0.0819
F -0.992 2.003 2.419 0.1229 -0.1298 -0.0623
C 1.209 3.416 2.382 0.0876 -0.2018 -0.1087
F 1.356 3.245 1.006 0.0033 0.1302 0.0701
F 0.307 4.435 2.504 -0.1085 -0.0412 0.0494
O 4.059 1.593 2.449 0.0121 -0.0414 0.0318
S 3.490 2.219 3.612 -0.2013 -0.0476 0.0444
O 4.321 2.357 4.770 -0.0007 0.1631 0.0008
O 2.175 1.537 3.990 0.0770 -0.4540 -0.0964
S 2.766 4.091 3.075 0.0022 -0.0304 0.0432
C 1.100 2.575 7.153 -0.0035 0.0042 0.0335
C 0.562 1.158 7.026 -0.0305 0.0594 -0.0583
C -0.307 0.809 8.227 0.0064 0.0073 0.0214
C 1.702 0.169 6.842 0.0377 -0.0176 0.0482
O -0.290 1.218 5.840 -0.0823 -0.1173 0.1130
P -1.099 0.096 5.054 -0.0332 -0.1033 -0.0002
O -2.475 0.509 4.771 -0.0335 -0.0657 -0.0076
O -0.192 -0.178 3.801 -0.0221 0.5952 0.4662
O -0.985 -1.206 5.961 0.1311 -0.0073 0.0507
C -1.134 -2.572 5.472 -0.0060 0.0267 -0.0007
C -2.143 -2.641 4.333 -0.0041 -0.0300 -0.0276
C 0.234 -3.075 5.035 0.0054 -0.0244 -0.0149
C -1.637 -3.345 6.681 -0.0184 0.0024 0.0085
H 1.725 2.653 8.044 0.0075 -0.0009 -0.0093
H 0.275 3.283 7.237 0.0010 0.0029 -0.0031
H 1.704 2.834 6.284 0.0009 -0.0064 -0.0184
H 0.277 0.929 9.141 -0.0036 -0.0117 0.0021
H -0.665 -0.218 8.172 0.0010 0.0049 -0.0246
H -1.166 1.480 8.272 -0.0008 0.0051 0.0006
H 2.297 0.153 7.758 0.0155 0.0069 -0.0127
H 2.345 0.465 6.016 -0.0343 -0.0229 0.0372
H 1.327 -0.837 6.662 -0.0279 -0.0111 0.0081
H -1.749 -2.183 3.425 -0.0014 -0.0009 0.0151
H -3.064 -2.128 4.605 -0.0126 -0.0068 0.0119
H -2.363 -3.689 4.119 0.0149 -0.0032 -0.0153
H 0.650 -2.446 4.249 -0.0057 0.0063 -0.0090
H 0.143 -4.096 4.656 0.0068 -0.0001 -0.0070
H 0.927 -3.081 5.878 -0.0046 0.0037 0.0049
H -2.623 -2.986 6.978 0.0016 0.0061 -0.0025
H -0.951 -3.217 7.520 0.0053 -0.0008 -0.0051
H -1.705 -4.409 6.444 -0.0026 0.0002 -0.0027
```
Positions in Å, forces in eV/Å.

Values from the calculation:
- total charge = -1
- highest occupied orbital energy (eV) = -5.93
- 2S+1 = 1

***

[2]
C8H36AgBClN16O8 | ωB97M-V/def2-TZVPD

```
71
Properties=species:S:1:pos:R:3:forces:R:3
Ag 0.369 1.769 -1.168 0.6230 0.4889 -0.8681
B -0.608 -0.286 -0.723 0.0970 -0.0981 1.0630
H 0.373 -0.266 -0.131 1.4013 -0.1624 0.6497
H -1.007 -1.345 -0.623 -0.3971 -1.5332 -0.0661
H -1.346 0.431 -0.208 -1.2226 0.7717 0.7374
H -0.493 0.013 -1.811 0.2020 0.1707 -2.3919
Cl -0.258 2.296 -3.581 0.4505 -0.0844 1.1444
C -0.272 -2.463 2.320 -1.0653 1.4737 -1.8208
O 0.733 -2.518 1.599 -0.1275 -0.2672 1.2180
N -1.312 -1.648 1.945 0.1883 -0.2507 0.1097
N -0.498 -3.112 3.475 1.5800 -0.6543 -0.0061
H -1.230 -1.134 1.065 -0.1577 -0.5638 0.4400
H -2.204 -1.801 2.384 -0.1420 0.2884 -0.1496
H 0.342 -3.504 3.872 -0.4741 -0.3556 0.2841
H -1.393 -3.138 3.915 0.0415 0.0875 0.2872
C 1.737 1.471 1.924 -0.4274 1.3589 -0.2251
O 0.903 1.892 1.100 0.3259 0.0131 0.1021
N 2.231 2.332 2.865 0.4647 -0.7084 0.1365
N 2.215 0.233 1.976 0.0181 -0.6798 -0.2805
H 1.952 3.290 2.920 -0.1845 -0.0157 -0.1519
H 2.807 1.934 3.584 -0.0278 0.3489 0.1974
H 1.787 -0.488 1.413 0.0072 -0.0880 -0.0339
H 2.950 -0.031 2.607 -0.0683 -0.1521 0.0325
C 3.516 1.085 -2.150 -1.5635 0.0014 -0.3843
O 2.478 0.876 -1.499 0.6615 -0.1743 0.2533
N 4.636 0.346 -1.973 -0.3311 -0.0521 0.5574
N 3.496 1.991 -3.144 0.6674 0.1676 0.0967
H 4.566 -0.231 -1.147 0.4415 -0.0280 -0.0351
H 5.524 0.691 -2.290 0.0998 -0.1393 0.1009
H 2.581 2.264 -3.470 0.1320 0.1894 -0.1715
H 4.334 2.111 -3.685 -0.3559 0.1724 -0.4038
C 4.072 -3.102 0.959 0.0131 0.1038 -0.0660
O 3.964 -3.004 2.176 -0.0055 0.2360 -0.4628
N 3.057 -2.953 0.060 -0.1068 0.1153 1.1543
N 5.282 -3.313 0.355 0.9381 0.0133 0.1197
H 3.216 -3.235 -0.886 -0.4675 0.0113 -0.2004
H 2.137 -2.890 0.500 0.1147 -0.1670 -0.5590
H 6.114 -3.263 0.916 -0.1636 -0.1981 0.0961
H 5.396 -3.556 -0.610 -0.1472 0.0392 -0.0692
C -1.815 4.089 -0.384 -0.1703 -1.7452 0.2183
O -1.190 3.019 -0.239 -0.9556 0.7882 -0.2026
N -1.339 5.208 0.173 0.1535 1.3826 0.1909
N -3.036 4.192 -0.953 0.0149 1.0666 -0.1706
H -0.554 5.187 0.798 0.1670 -0.3291 -0.2588
H -1.805 6.092 0.065 -0.0308 -0.0331 0.0741
H -3.631 3.477 -1.337 0.6348 -0.5824 0.0020
H -3.356 5.132 -1.109 -0.2911 -0.0764 0.0037
C -2.958 1.828 3.064 0.3043 -0.1913 0.3809
O -3.350 1.143 4.011 0.0644 0.2990 -0.7135
N -2.343 1.328 1.968 -0.7937 -0.6069 0.9398
N -3.068 3.178 3.057 -0.5050 1.4930 0.5863
H -2.260 0.335 2.086 0.5973 0.0240 -0.6891
H -1.908 1.881 1.252 0.1995 -0.2522 -0.1028
H -3.555 3.630 3.811 0.0339 -0.2653 0.0690
H -2.720 3.794 2.348 0.0983 -0.3036 -0.2732
C -0.670 -3.905 -2.326 -0.2802 -2.0446 -0.9076
O -0.992 -4.987 -2.832 0.4199 0.7893 0.1485
N 0.213 -3.832 -1.285 -0.4349 0.6673 -0.6777
N -1.102 -2.714 -2.788 -0.3550 1.5400 0.0372
H 0.584 -4.708 -0.968 -0.2137 0.1555 0.5754
H 0.110 -2.972 -0.775 0.7674 -0.2608 0.8442
H -1.122 -1.886 -2.185 0.4075 -0.7292 -0.6407
H -1.671 -2.649 -3.613 -0.1744 -0.5377 0.1062
C -4.001 -0.598 -2.292 -2.6983 -1.2960 -1.0851
O -4.932 -1.039 -2.992 1.0937 0.1703 0.7289
N -3.480 0.619 -2.573 0.1661 0.2970 0.3900
N -3.505 -1.238 -1.205 0.4389 1.0550 -0.0709
H -3.596 0.833 -3.549 0.4262 0.5240 0.1650
H -2.722 0.925 -1.982 0.3671 0.3126 -0.6474
H -3.830 -2.176 -1.057 0.2633 -0.0825 -0.0548
H -2.545 -0.930 -1.019 -0.7472 -0.9074 0.6000
```
Positions in Å, forces in eV/Å.

Values from the calculation:
- highest occupied orbital energy (spin up / spin down) (eV) = -8.65 / -8.65
- 2S+1 = 2

***

[3]
C3H2F4N2 | ωB97M-V/def2-TZVPD

```
11
Properties=species:S:1:pos:R:3:forces:R:3
C -0.196 0.864 0.086 0.9181 0.5431 -1.2444
C -2.550 0.585 -0.012 0.3955 3.6191 -0.7419
C -1.881 -0.788 -0.008 2.4765 0.5673 0.5570
N -1.099 1.719 -0.029 -4.3290 -1.0732 1.0727
N -0.428 -0.463 0.012 -1.3114 -1.8776 0.0970
F -3.382 0.729 1.027 1.0527 0.1977 -0.1233
F -3.329 0.902 -1.109 1.6428 -0.8729 1.0617
F -2.265 -1.528 -1.025 0.0387 -0.5170 -0.8974
F -2.121 -1.476 1.119 -0.5406 0.0488 0.0850
H 0.873 1.098 0.026 -0.2591 0.4143 0.2979
H 0.218 -0.876 -0.631 -0.0844 -1.0497 -0.1643
```
Positions in Å, forces in eV/Å.

Values from the calculation:
- highest occupied orbital energy (eV) = -10.45
- 2S+1 = 1

***

[4]
C8H8N2O2S | ωB97M-V/def2-TZVPD

```
21
Properties=species:S:1:pos:R:3:forces:R:3
C 2.349 -2.316 -0.739 -3.1813 5.1536 4.0036
C -2.846 0.645 -0.598 -1.1767 0.1550 -0.1771
C -2.702 -0.062 0.591 0.2049 -0.3146 0.5181
C -1.740 0.982 -1.306 0.1903 0.1651 -3.3018
C -1.444 -0.512 1.037 -0.8095 0.6546 -1.4743
C -0.499 0.646 -0.843 0.7716 1.5282 -0.3195
C -0.280 -0.055 0.313 -1.5156 -1.6232 2.1075
C 1.040 -0.340 0.716 0.1679 -0.8942 -1.9548
N 2.742 -3.154 -1.358 2.2622 -4.5674 -3.3521
N 3.596 -0.184 0.687 -0.4651 0.9843 -0.2847
O 2.518 0.512 -1.574 -0.7654 0.0154 4.4286
O 2.161 1.999 0.420 -0.3797 -0.8499 0.0075
S 2.307 0.652 -0.084 3.5724 -0.6484 -1.1879
H -3.840 0.894 -1.045 0.8485 -0.3199 0.8256
H -3.659 -0.241 1.067 0.4165 -0.6338 0.5295
H -1.876 1.313 -2.392 0.4360 0.0904 1.8576
H -1.393 -1.296 1.762 0.2003 0.0815 0.7210
H 0.401 1.031 -1.266 -0.0643 0.1337 -1.1901
H 1.387 -1.055 1.469 -0.2378 0.6251 -0.1449
H 4.257 -0.407 -0.038 0.4001 -0.2403 0.2191
H 3.951 -0.087 1.675 -0.8752 0.5047 -1.8309
```
Positions in Å, forces in eV/Å.

Values from the calculation:
- highest occupied orbital energy (spin up / spin down) (eV) = -8.95 / -10.36
- 2S+1 = 1